1.
{
  "formula": "C17H27FN5O9P2Ru",
  "method": "ωB97M-V with the def2-TZVPD basis set",
  "homo_lumo_gap_ha": [0.33752, 0.28659],
  "spin_multiplicity": 5,
  "s_squared": 6.0069,
  "charge": 1,
  "elements": ["Ru", "O", "P", "O", "O", "O", "P", "O", "O", "O", "H", "H", "N", "C", "C", "C", "N", "C", "C", "N", "C", "H", "H", "H", "H", "H", "H", "H", "H", "H", "H", "H", "H", "H", "H", "H", "H", "F", "C", "C", "C", "C", "C", "C", "H", "H", "H", "H", "C", "N", "C", "C", "C", "O", "N", "C", "O", "H", "H", "H", "H", "H"],
  "positions_angstrom": [[-0.35805, 0.32015, -0.75405], [0.33201, -2.18258, -1.06884], [0.66042, -2.72298, 0.41504], [1.45078, -3.93057, 0.48573], [1.39664, -1.42932, 1.09204], [-0.71140, -2.74666, 1.18683], [-1.98486, -1.68828, 1.05893], [-1.34960, -0.37393, 1.81614], [-3.13053, -2.14781, 1.82939], [-2.03371, -1.36621, -0.41716], [-0.64648, -2.20699, -1.22637], [-1.89598, -0.28631, 2.61686], [-0.76115, 2.58633, 2.23951], [0.10127, 2.70950, 1.04680], [-0.17863, 4.00166, 0.30234], [0.45442, 3.90133, -1.08828], [-0.19005, 2.80236, -1.81109], [1.95457, 3.63602, -0.97360], [2.28751, 2.41586, -0.11174], [1.91485, 1.16078, -0.81179], [1.59185, 2.51210, 1.26116], [-1.85420, 2.39081, 1.83646], [-0.73030, 3.41182, 2.83138], [-0.50837, 1.76313, 2.78081], [-0.22525, 1.89337, 0.40194], [0.24852, 4.85003, 0.84344], [-1.25593, 4.16383, 0.20725], [0.31253, 4.85764, -1.60243], [0.17789, 2.70711, -2.75114], [-1.18653, 2.96372, -1.89356], [2.43678, 4.51375, -0.54036], [2.37502, 3.50416, -1.97512], [3.36665, 2.41779, 0.06522], [2.49045, 0.39982, -0.46647], [2.10803, 1.24698, -1.80321], [2.02098, 3.35135, 1.81440], [1.78390, 1.59381, 1.81838], [6.68946, -1.69971, 2.49924], [5.39722, -1.66591, 2.15545], [5.03677, -2.01824, 0.86784], [3.69986, -1.96105, 0.50986], [2.75009, -1.56049, 1.44297], [3.12449, -1.23280, 2.73524], [4.46145, -1.28012, 3.09653], [5.79458, -2.33765, 0.16599], [3.38673, -2.24970, -0.48643], [2.36775, -0.96147, 3.46025], [4.78082, -1.03719, 4.10075], [-5.68292, 1.49097, 1.20228], [-4.68142, 1.29481, 0.15170], [-5.04433, 0.73030, -1.03997], [-4.16140, 0.48099, -2.02597], [-2.78581, 0.77555, -1.76228], [-1.82608, 0.50353, -2.52596], [-2.47022, 1.39427, -0.58207], [-3.36358, 1.61543, 0.37890], [-3.03913, 2.12877, 1.49364], [-6.56954, 1.95891, 0.77996], [-5.26035, 2.13379, 1.96338], [-5.94892, 0.53375, 1.65006], [-6.09318, 0.48381, -1.13210], [-4.44212, 0.00869, -2.95365]],
  "forces_ev_per_angstrom": [[-0.271, 0.353, -1.162], [-0.177, 0.246, 0.355], [0.306, 0.130, 0.417], [0.013, -0.194, -0.105], [-0.089, -0.470, -0.514], [-0.385, 0.349, -0.203], [0.263, -0.420, 0.578], [-0.238, -0.202, 0.062], [-0.170, -0.111, -0.071], [0.615, 0.433, 0.042], [0.162, -0.143, -0.018], [0.171, 0.022, -0.140], [0.547, 0.036, 0.019], [0.318, 0.266, 0.103], [-0.081, -0.178, -0.158], [0.104, 0.206, 0.039], [0.063, -0.182, -0.106], [-0.161, -0.159, -0.038], [0.048, 0.332, 0.149], [-0.463, -0.528, 0.312], [-0.014, -0.144, -0.201], [-0.088, -0.059, 0.010], [0.099, -0.011, 0.075], [0.098, 0.051, 0.095], [-0.252, 0.420, 0.428], [-0.020, 0.024, 0.009], [0.008, 0.007, 0.023], [-0.004, -0.012, 0.010], [-0.040, 0.071, -0.054], [-0.034, -0.060, -0.061], [0.025, -0.008, -0.003], [0.072, 0.050, 0.019], [-0.036, -0.072, -0.033], [0.144, -0.119, 0.057], [0.080, -0.005, -0.020], [0.015, -0.035, 0.033], [0.036, -0.067, 0.124], [0.076, -0.023, 0.038], [-0.183, 0.014, -0.051], [0.031, 0.042, 0.043], [-0.255, 0.151, -0.053], [0.363, 0.183, 0.015], [-0.218, 0.026, -0.065], [0.111, -0.007, 0.036], [-0.011, 0.001, 0.000], [0.052, -0.034, 0.017], [-0.006, 0.001, -0.018], [0.001, 0.003, -0.014], [-0.073, -0.070, 0.058], [0.343, 0.133, 0.238], [0.070, -0.053, -0.203], [0.053, 0.003, -0.020], [-0.396, 0.427, 0.076], [0.137, -0.243, 0.229], [0.370, -0.261, -0.031], [-0.259, -0.068, -0.141], [-0.819, -0.115, -0.237], [0.026, -0.008, -0.035], [-0.023, 0.040, 0.018], [0.025, 0.000, -0.025], [-0.007, 0.030, 0.030], [-0.071, 0.011, 0.024]]
}

***

2.
{
  "formula": "C26H57InN7O4",
  "method": "ωB97M-V with the def2-TZVPD basis set",
  "homo_lumo_gap_ha": [0.24828, 0.24770],
  "spin_multiplicity": 3,
  "s_squared": 2.0082,
  "charge": -1,
  "elements": ["C", "C", "O", "O", "C", "In", "C", "N", "C", "C", "N", "C", "C", "N", "N", "N", "H", "H", "H", "H", "H", "H", "H", "H", "H", "H", "H", "H", "H", "H", "H", "H", "H", "H", "H", "H", "H", "C", "C", "C", "C", "C", "C", "N", "O", "C", "C", "C", "H", "H", "H", "H", "H", "H", "H", "H", "H", "H", "H", "H", "H", "H", "H", "H", "H", "H", "C", "C", "C", "C", "C", "C", "N", "O", "C", "C", "C", "H", "H", "H", "H", "H", "H", "H", "H", "H", "H", "H", "H", "H", "H", "H", "H", "H", "H"],
  "positions_angstrom": [[-1.20586, -5.78310, 3.58690], [-0.82855, -4.80405, 2.50102], [-1.52131, -4.57750, 1.53074], [0.33107, -4.21748, 2.77367], [0.69116, -2.99092, 2.06984], [1.85077, -1.57578, 3.34135], [4.04363, -1.94596, 3.23271], [4.57746, -2.55403, 4.47366], [1.27855, -1.75764, 5.47999], [-0.03692, -2.39600, 5.65106], [-0.31237, -3.26977, 6.53875], [1.47578, 0.38754, 2.35639], [0.33618, 1.28917, 2.87073], [-0.46464, 1.68296, 1.71493], [0.79806, 2.54896, 3.47231], [-0.48179, 0.60755, 3.91147], [-0.34058, -6.08540, 4.16817], [-1.90732, -5.28076, 4.25338], [-1.70773, -6.64322, 3.14996], [1.24030, -3.26056, 1.16236], [-0.23518, -2.51928, 1.73276], [4.27313, -2.62227, 2.40401], [4.53756, -0.99024, 2.99245], [5.59370, -2.53155, 4.48167], [4.28968, -2.00435, 5.27480], [2.01285, -2.31416, 6.06597], [1.22121, -0.73741, 5.87057], [-0.80905, -2.08604, 4.93192], [-1.27799, -3.57666, 6.42371], [1.25628, 0.15738, 1.30763], [2.41010, 0.95660, 2.33127], [-0.82837, 0.85892, 1.24972], [-1.24231, 2.27201, 1.99680], [1.31268, 3.05187, 2.75741], [1.45692, 2.32737, 4.21287], [-0.58972, 1.23109, 4.70491], [-1.41822, 0.46250, 3.55356], [-5.55395, 1.79369, -0.83133], [-4.11433, 1.98065, -1.34718], [-4.07445, 2.14738, -2.87241], [-4.36320, 0.86184, -3.64066], [-3.43923, -0.26422, -3.18595], [-3.48402, -0.50778, -1.67306], [-3.24300, 0.81068, -0.98564], [-2.00451, 1.11151, -0.92150], [-4.81691, -1.13873, -1.26510], [-2.37229, -1.46578, -1.25568], [-3.52798, 3.22306, -0.68263], [-5.90527, 2.72632, -0.39040], [-6.25224, 1.52088, -1.62288], [-5.60450, 1.03302, -0.05574], [-3.07859, 2.50832, -3.14777], [-4.78608, 2.93199, -3.14536], [-5.41077, 0.56881, -3.52423], [-4.21516, 1.04258, -4.70749], [-3.69435, -1.20126, -3.68814], [-2.40958, -0.02032, -3.46522], [-4.89605, -1.20157, -0.17924], [-4.84710, -2.15331, -1.66353], [-5.68717, -0.61093, -1.64680], [-1.39781, -1.12257, -1.59253], [-2.57099, -2.44460, -1.69466], [-2.33676, -1.57986, -0.17183], [-3.48328, 3.09533, 0.40005], [-4.17927, 4.07013, -0.90726], [-2.52565, 3.43974, -1.04017], [2.34947, 0.37958, -4.59318], [3.36993, 1.36391, -3.98782], [4.51073, 0.62678, -3.27094], [4.09606, -0.01630, -1.95108], [3.43442, 1.00298, -1.02878], [2.25122, 1.72555, -1.68378], [2.72424, 2.29344, -2.99935], [3.32588, 3.41497, -2.89177], [1.07048, 0.76802, -1.86140], [1.78282, 2.87830, -0.80840], [3.94217, 2.20445, -5.12526], [2.51271, 0.30292, -5.66863], [2.43486, -0.62293, -4.17497], [1.32859, 0.72303, -4.44372], [5.31030, 1.34892, -3.07709], [4.91467, -0.12185, -3.95962], [3.42671, -0.86299, -2.12705], [4.97985, -0.42764, -1.45954], [3.07387, 0.52400, -0.11579], [4.17424, 1.75064, -0.72557], [0.26230, 1.25308, -2.41128], [0.67900, 0.50428, -0.87904], [1.33435, -0.15740, -2.36740], [2.60131, 3.55400, -0.56980], [1.36164, 2.47361, 0.11225], [1.00015, 3.44774, -1.31360], [3.15643, 2.79065, -5.60459], [4.37493, 1.52761, -5.86493], [4.71199, 2.88585, -4.77496]],
  "forces_ev_per_angstrom": [[-0.010, -0.027, -0.134], [0.228, 0.029, -0.169], [-0.006, 0.054, 0.185], [-0.223, -0.021, 0.244], [-0.063, 0.193, -0.184], [0.181, -0.064, 0.038], [0.044, 0.064, 0.000], [0.132, 0.130, 0.002], [0.035, -0.167, 0.208], [-0.131, 0.187, -0.210], [0.030, -0.281, 0.074], [-0.036, -0.046, 0.059], [-0.072, -0.081, -0.158], [-0.003, 0.136, 0.098], [-0.076, -0.019, 0.084], [-0.029, 0.071, 0.045], [0.044, 0.010, 0.020], [-0.010, 0.013, 0.042], [-0.017, -0.014, -0.018], [-0.017, -0.117, 0.010], [-0.041, -0.034, -0.036], [-0.057, -0.032, -0.023], [0.032, -0.018, -0.025], [-0.016, -0.026, -0.016], [-0.107, -0.101, 0.016], [0.027, 0.040, 0.069], [-0.010, 0.101, -0.172], [-0.013, 0.138, 0.081], [0.000, -0.011, 0.015], [0.072, -0.096, -0.005], [-0.023, 0.076, -0.012], [-0.011, 0.101, -0.147], [-0.022, -0.072, 0.058], [0.067, -0.029, 0.030], [0.053, 0.001, -0.050], [-0.004, 0.016, -0.019], [0.025, -0.067, -0.044], [0.004, -0.040, 0.047], [-0.151, 0.024, 0.214], [0.035, 0.059, -0.067], [-0.020, -0.015, 0.039], [0.026, 0.031, -0.074], [-0.097, -0.186, 0.233], [0.016, 0.013, -0.726], [0.133, 0.040, 0.300], [-0.031, 0.058, 0.028], [0.023, 0.029, -0.050], [0.034, 0.000, -0.026], [-0.023, 0.020, -0.063], [0.011, -0.052, 0.007], [0.013, 0.040, 0.040], [0.018, -0.021, 0.045], [0.008, -0.001, -0.026], [0.004, -0.001, 0.035], [-0.033, -0.005, -0.011], [0.012, 0.010, -0.021], [0.013, 0.020, 0.055], [0.009, -0.028, -0.004], [0.007, -0.005, 0.015], [0.002, 0.000, -0.004], [0.008, 0.023, 0.004], [0.004, -0.002, 0.033], [-0.012, -0.035, 0.000], [-0.015, 0.000, 0.002], [0.008, -0.005, 0.009], [0.022, -0.025, 0.018], [-0.049, 0.035, -0.007], [-0.172, -0.046, -0.146], [0.081, -0.020, 0.009], [-0.045, 0.015, -0.028], [0.075, -0.021, 0.044], [-0.252, -0.063, 0.004], [0.469, -0.317, 0.274], [-0.129, 0.234, -0.099], [0.000, -0.002, -0.109], [0.052, 0.061, 0.042], [0.045, 0.022, 0.021], [0.047, -0.050, 0.012], [-0.032, 0.013, 0.038], [0.001, 0.030, -0.046], [-0.036, 0.039, -0.001], [0.019, -0.003, 0.016], [-0.018, 0.017, -0.008], [-0.014, -0.036, 0.003], [0.025, 0.002, 0.001], [-0.012, 0.039, -0.053], [-0.024, -0.013, 0.022], [0.029, 0.085, 0.017], [-0.005, -0.005, 0.023], [0.000, 0.011, -0.034], [-0.032, -0.031, -0.014], [0.007, -0.001, -0.005], [-0.007, -0.010, -0.004], [-0.006, 0.010, 0.004], [-0.016, 0.024, 0.015]]
}